# 1
Density functional theory data (wB97M-V/def2-TZVPD) for a molecular structure, C5H6FNaO3.

```
16
Properties=species:S:1:pos:R:3
O 1.43912 -0.68454 -0.43813
Na 5.08790 -2.77054 -0.17282
O 3.48443 -0.86020 0.46180
C 2.45779 -0.24443 0.30085
O 2.23419 0.95420 0.77760
C 0.92040 1.39417 0.40157
H 0.29289 1.43855 1.29853
H 0.98888 2.38162 -0.06654
C 0.46795 0.31857 -0.57659
F 0.50264 0.74863 -1.85727
H -0.79748 -0.14232 -0.39142
C -2.59476 -0.76493 -0.20262
C -3.69590 -0.17422 0.21966
H -2.41844 -1.81583 -0.44280
H -4.68668 -0.59883 0.01083
H -3.68293 0.82011 0.67736
```

2S+1: 2
Charge: +1
LUMO (alpha / beta) in eV: -4.53 / -4.53
ΔE to the lowest compared entry with this formula, charge and spin in kJ/mol: 58.09

---

# 2
Density functional theory data (wB97M-V/def2-TZVPD) for 4 unconnected molecules or ions with the total composition C39H68IN2O14P3S.

```
128
Properties=species:S:1:pos:R:3
H -1.10219 -2.50992 2.04413
N -1.91427 -2.50819 1.42295
C -1.98296 -1.36611 0.86547
C -3.12915 -1.11681 -0.07501
C -0.98703 -0.25583 1.14742
C -0.36651 0.29540 -0.12048
C -0.17722 -0.55714 -1.20444
C 0.36379 -0.08245 -2.37815
C 0.74598 1.24007 -2.54209
C 0.57540 2.09308 -1.46288
C 0.03608 1.62163 -0.26451
C -0.12787 2.57235 0.88998
O 1.02203 2.53749 1.75000
C 0.81101 2.94839 3.02876
C -0.21328 4.01544 3.34727
O 1.48331 2.48007 3.91152
S 1.03709 3.79741 -1.60078
C 2.16542 3.77006 -2.97576
C 2.13370 2.71599 -3.87291
C 3.01752 2.75578 -4.94217
C 3.88949 3.80686 -5.11304
C 3.88110 4.85341 -4.20163
I 5.22760 6.41862 -4.65512
C 3.03896 4.86052 -3.09384
C 3.03948 5.96338 -2.06846
C 3.81626 5.59577 -0.79029
C 5.33457 5.42202 -0.98860
C 6.17316 5.95295 0.18746
C 6.52737 4.84499 1.21144
C 7.91586 4.23092 0.93403
C 7.93159 2.70256 1.19175
C 8.39615 1.88861 -0.02699
C 8.95203 0.49382 0.34540
C 8.17217 -0.65933 -0.30114
C 6.64726 -0.56959 -0.04199
C 6.01318 -1.96637 -0.02481
N 1.25087 1.61018 -3.81370
H -3.83897 -1.93855 -0.01438
H -2.80247 -1.06459 -1.11195
H -3.65009 -0.20650 0.22607
H -1.58652 0.52866 1.61627
H -0.24589 -0.61664 1.86033
H -0.47780 -1.59508 -1.15406
H 0.47595 -0.77385 -3.20415
H -0.23310 3.58844 0.50265
H -1.05313 2.35909 1.42046
H -0.68908 4.46628 2.47884
H 0.25333 4.81196 3.91791
H -0.99842 3.54036 3.93458
H 3.03269 1.95593 -5.67092
H 4.56038 3.83642 -5.95796
H 2.00565 6.12081 -1.74947
H 3.41822 6.90118 -2.46851
H 3.42605 4.64635 -0.41799
H 3.67819 6.36594 -0.03112
H 5.62747 4.38945 -1.18861
H 5.62271 6.02003 -1.85284
H 7.12153 6.27099 -0.25644
H 5.74359 6.84670 0.64124
H 5.73909 4.09511 1.16371
H 6.58617 5.32317 2.18976
H 8.23298 4.44402 -0.08887
H 8.65853 4.68170 1.59295
H 8.60432 2.47255 2.02024
H 6.93269 2.37580 1.48449
H 7.56618 1.79593 -0.72724
H 9.21922 2.43729 -0.48720
H 9.97137 0.42623 -0.04006
H 8.96900 0.33438 1.42479
H 8.52093 -1.62008 0.08761
H 8.35067 -0.66863 -1.37982
H 6.52898 -0.05913 0.91496
H 6.21392 0.00853 -0.85775
H 6.42797 -2.54273 -0.85331
H 4.94264 -1.88036 -0.21095
H 6.20984 -2.45085 0.92863
H 0.53350 1.64492 -4.52421
C -8.61810 -3.27928 0.34457
O -8.54999 -3.35010 -1.08686
P -8.11500 -2.00617 -1.88325
O -6.69965 -1.78549 -1.53838
O -9.11080 -1.01870 -1.05411
C -10.51372 -1.26829 -1.05645
O -8.37236 -1.12797 -3.24248
C -7.99708 -1.71978 -4.50349
H -8.18834 -4.20290 0.72531
H -8.06297 -2.43335 0.74102
H -9.65920 -3.21612 0.66044
H -10.87770 -1.20223 -0.03175
H -10.75721 -2.25928 -1.44596
H -11.01670 -0.51104 -1.65830
H -8.55201 -2.64052 -4.68275
H -6.92542 -1.92346 -4.52299
H -8.24107 -1.00676 -5.28596
C 1.94555 -5.62809 -3.27833
O 0.66046 -5.12016 -2.91193
P -0.09152 -5.82189 -1.65926
O 0.69329 -5.47004 -0.46424
O 0.15925 -7.36148 -2.12058
C -0.30017 -7.79488 -3.39819
O -1.59083 -6.15718 -1.13351
C -2.47188 -5.02605 -0.91106
H 2.57309 -4.76866 -3.50396
H 2.39973 -6.20551 -2.47719
H 1.85669 -6.24640 -4.17219
H 0.50311 -8.34662 -3.88581
H -0.58440 -6.95888 -4.04113
H -1.15602 -8.45802 -3.27103
H -2.61857 -4.47431 -1.84068
H -2.05513 -4.36570 -0.15076
H -3.43222 -5.40359 -0.57300
C -7.35476 0.03326 6.96366
O -6.07657 -0.43519 6.52756
P -6.03178 -1.35492 5.19612
O -6.39336 -0.47021 4.07558
O -7.25258 -2.34874 5.60485
C -7.18181 -3.08201 6.82624
O -5.17858 -2.57621 4.54437
C -3.76997 -2.35317 4.29974
H -7.22412 1.06825 7.27150
H -8.09940 -0.01652 6.17334
H -7.68914 -0.55166 7.82098
H -8.13444 -2.98148 7.34542
H -6.39021 -2.71549 7.48318
H -7.00906 -4.13582 6.60790
H -3.24802 -2.13280 5.23146
H -3.63533 -1.53220 3.59570
H -3.35568 -3.25983 3.87029
```

Charge: 0
LUMO in eV: -0.17
SMILES string: [H]/N=C(/C)Cc1ccc2c(c1COC(C)=O)Sc1c(ccc(I)c1CCCCCCCCCCCC)N2.COP(=O)(OC)OC.COP(=O)(OC)OC.COP(=O)(OC)OC

---

# 3
Density functional theory data (wB97M-V/def2-TZVPD) for a molecular structure, C25H57O15.

```
97
Properties=species:S:1:pos:R:3
O -24.74594 -3.20836 5.43152
C -25.49573 -3.91621 6.32484
O -24.95559 -4.40156 7.34968
O -26.68349 -3.97596 6.06485
H -25.53464 -3.13626 4.88899
C -24.68974 -2.86843 9.84472
O -25.96531 -3.32683 9.38801
C -26.94493 -2.76781 10.26467
C -28.29258 -2.78745 9.57240
O -28.68566 -4.03479 9.15205
C -29.97776 -4.12421 8.51470
C -29.81903 -3.87268 7.00300
O -28.92644 -4.88079 6.44430
C -28.90710 -4.82457 5.02720
H -24.63097 -1.82011 9.55202
H -23.99303 -3.27383 9.11099
H -24.32800 -3.17938 10.82479
H -26.74241 -1.71398 10.45579
H -26.98071 -3.27495 11.22883
H -28.25489 -2.19633 8.65739
H -29.03296 -2.36801 10.25360
H -30.81728 -3.53619 8.88556
H -30.30030 -5.13018 8.78318
H -29.44404 -2.87669 6.76750
H -30.74977 -4.05024 6.46421
H -28.47007 -3.87307 4.72427
H -29.77779 -5.04222 4.40862
H -28.22428 -5.63474 4.77135
C -26.96455 -2.18378 0.85028
O -26.43643 -1.04528 1.39905
C -25.36647 -1.01810 2.34197
C -25.61916 -1.63242 3.73583
O -26.96823 -1.25826 4.09475
C -27.50045 -1.87206 5.27730
C -28.92777 -1.36051 5.59757
O -29.95697 -1.98942 4.81170
C -29.94701 -1.58163 3.47397
H -26.28006 -2.54778 0.08407
H -27.92816 -1.90914 0.42117
H -27.08539 -2.99940 1.56322
H -25.20835 0.04860 2.50092
H -24.45775 -1.42124 1.89498
H -24.92829 -1.22217 4.47237
H -25.56425 -2.72088 3.71697
H -26.80436 -1.70523 6.09932
H -27.53343 -2.95842 5.19451
H -29.13421 -0.29031 5.60958
H -29.06683 -1.69911 6.62427
H -29.77412 -0.51733 3.31442
H -30.86705 -1.87496 2.96841
H -29.22245 -2.14554 2.88650
C -21.62512 -5.29108 11.21154
O -22.23266 -4.20979 11.92338
C -21.86533 -2.92223 11.48104
C -22.67601 -2.39443 10.31820
O -22.54226 -3.16707 9.07265
C -23.34911 -2.57017 8.00596
C -23.03243 -3.30088 6.66665
O -21.66203 -3.24968 6.37085
C -21.32794 -3.78938 5.11446
H -21.86857 -6.26108 11.64505
H -20.53778 -5.26923 11.13871
H -21.95201 -5.33236 10.17254
H -20.81090 -2.92139 11.20484
H -21.99914 -2.20714 12.29272
H -22.42723 -1.34217 10.18054
H -23.73719 -2.41059 10.56667
H -23.04812 -1.54003 7.81538
H -24.41740 -2.54666 8.22111
H -23.52335 -2.76458 5.85458
H -23.39769 -4.32568 6.73351
H -21.33031 -4.87189 4.98690
H -20.31496 -3.44433 4.90737
H -21.98702 -3.34654 4.36772
C -24.64540 -2.14820 0.10306
O -24.94022 -2.49281 1.45297
C -25.05289 -3.94237 1.67319
C -25.59307 -4.24805 3.10045
O -25.48166 -5.66771 3.29377
C -25.58947 -6.14449 4.67919
C -24.31197 -6.07267 5.49214
O -23.31171 -6.91240 4.85797
C -21.99599 -6.65523 5.36750
H -24.51357 -1.11228 -0.20935
H -25.39418 -2.60221 -0.54603
H -23.63075 -2.52683 -0.02029
H -24.08852 -4.42684 1.52030
H -25.73489 -4.28216 0.89374
H -26.64933 -4.06179 3.29470
H -25.13474 -3.66151 3.89670
H -25.97768 -7.16221 4.63845
H -26.47363 -5.68758 5.12369
H -24.54678 -6.51742 6.45918
H -23.92175 -5.07092 5.67191
H -21.41340 -7.50434 5.01016
H -21.97704 -6.59161 6.45548
H -21.60074 -5.74675 4.91306
```

Charge: -1
LUMO in eV: 2.50
ΔE to the lowest compared entry with this formula, charge and spin in kJ/mol: 2579.38

---

# 4
Density functional theory data (wB97M-V/def2-TZVPD) for a molecular structure, C18H17AsBrIrN4O2S4.

```
48
Properties=species:S:1:pos:R:3
Ir -1.00855 1.14851 2.66700
S 1.60650 4.50422 3.98691
As 0.13800 3.18236 4.74507
S -1.70440 3.31682 3.49791
S 0.76299 1.08159 4.35109
S -0.28964 3.52258 6.78253
O -5.41553 -3.08019 4.59962
C -4.49175 -2.17021 4.27442
C -3.97989 -1.22839 5.17135
C -3.03745 -0.32346 4.73057
N -2.57579 -0.30249 3.47885
C -3.06897 -1.20758 2.63467
Br -2.35611 -1.10344 0.88559
C -4.01308 -2.15154 2.95946
H -5.67975 -3.00295 5.52650
H -4.32581 -1.20176 6.19348
H -2.63359 0.42202 5.39816
H -4.38479 -2.84507 2.22518
C -0.41538 -2.73307 -4.89111
C 0.68055 -1.86968 -4.34678
C 1.39725 -1.01544 -5.17481
C 2.40830 -0.22153 -4.67206
C 2.73333 -0.26190 -3.31876
N 3.81441 0.52730 -2.89281
C 4.28836 0.81255 -1.64306
O 5.46298 1.02180 -1.44326
N 3.37645 0.85521 -0.59076
C 2.07771 1.32301 -0.56509
C 1.44978 1.97052 -1.63175
C 0.15816 2.43002 -1.45731
C -0.49647 2.20729 -0.25900
N 0.08932 1.57163 0.75441
C 1.34351 1.16305 0.61524
C 2.02182 -1.11415 -2.48068
C 1.00927 -1.90149 -2.99638
H -0.42034 -2.71476 -5.97794
H -1.38149 -2.37837 -4.53445
H -0.29747 -3.76192 -4.55741
H 1.16951 -0.97303 -6.22965
H 2.96455 0.42946 -5.33133
H 4.52287 0.67549 -3.60204
H 3.83657 0.81085 0.31100
H 1.96922 2.13492 -2.56190
H -0.33978 2.96311 -2.24866
H -1.50574 2.55126 -0.09065
H 1.79666 0.69430 1.47885
H 2.27329 -1.19283 -1.43498
H 0.47037 -2.56461 -2.33521
```

Charge: 0
LUMO (alpha / beta) in eV: -1.94 / -1.96